*w*
The following is a quantum chemistry calculation of the molecule C8H12O, from the OMol25 dataset.

Last column: Löwdin charge in e.
Element x y z (Å)
C1 2.109 0.459 0.868  -0.03
C2 1.141 0.112 -0.214  -0.52
C3 1.353 -1.107 -1.051  -0.01
C4 0.373 -1.096 0.122  -0.19
C5 -1.052 -0.836 -0.280  -0.21
C6 -2.472 -0.706 0.256  -0.03
C7 -1.483 0.482 0.369  -0.23
C8 -0.968 1.667 -0.492  -0.08
O1 0.466 1.271 -0.806  -0.12
H1 1.568 0.716 1.866  0.11
H2 2.650 -0.470 1.083  0.08
H3 2.792 1.343 0.653  0.10
H4 0.927 -1.250 -1.984  0.08
H5 2.450 -1.576 -0.940  0.15
H6 0.668 -1.359 1.170  0.15
H7 -1.086 -0.784 -1.349  0.13
H8 -3.204 -0.809 -0.537  0.09
H9 -2.733 -0.931 1.364  0.13
H10 -1.135 0.651 1.375  0.12
H11 -0.875 2.602 0.065  0.11
H12 -1.489 1.621 -1.537  0.15

## Properties
SMILES: C[C@@]12C[C@@H]1[C@H]1C[C@@H]1CO2
E_HOMO: -0.323 Ha
LUMO level: 0.0387 Ha

*x*
The following is a quantum chemistry calculation of the molecule C8H12O, from the OMol25 dataset.

Last column: Löwdin charge in e.
Element x y z (Å)
C1 1.127 0.500 0.335  -0.16
C2 -1.151 -1.340 1.786  -0.08
C3 0.515 1.716 1.010  -0.11
C4 -0.794 0.448 -1.593  -0.40
C5 -0.968 -0.641 0.519  -0.10
C6 -1.600 -0.233 -0.540  -0.04
C7 0.732 0.171 -1.458  -0.26
C8 1.166 -1.107 -1.804  0.04
O1 -1.227 1.105 -2.501  0.10
H1 -2.669 -0.298 -0.737  0.12
H2 1.318 -0.353 0.982  0.09
H3 2.107 0.789 -0.046  0.08
H4 1.251 0.968 -1.991  0.13
H5 -2.204 -1.381 2.098  0.09
H6 -0.577 -0.867 2.590  0.08
H7 -0.788 -2.369 1.700  0.09
H8 -0.267 1.459 1.724  0.06
H9 1.288 2.288 1.535  0.08
H10 0.066 2.386 0.273  0.08
H11 0.739 -1.983 -1.335  0.06
H12 1.938 -1.258 -2.546  0.06

## Properties
E_HOMO (spin up / spin down): -0.291 / -0.282 Ha
LUMO level (spin up / spin down): -0.0047 / 0.0026 Ha

Which structure is most stable? *w*, by 1.263 eV over the runner-up.

*w*
The following is a quantum chemistry calculation of an isolated ion of composition C6H13N2O and charge +1, from the OMol25 dataset.

Last column: Löwdin charge in e.
Element x y z (Å)
C1 2.853 0.467 -0.059  0.04
N1 1.406 0.126 0.032  -0.05
C2 1.053 -1.242 -0.175  -0.06
C3 -0.451 -1.115 -0.421  -0.03
N2 -0.851 0.249 -0.039  -0.18
C4 -1.777 1.079 -0.913  0.03
C5 -1.496 0.444 1.274  0.03
C6 0.503 1.027 -0.052  -0.46
O1 0.461 2.218 0.002  0.17
H1 3.545 -0.399 0.163  0.13
H2 3.156 0.766 -1.080  0.12
H3 3.181 1.214 0.563  0.07
H4 1.196 -1.697 0.832  0.16
H5 1.775 -1.557 -0.873  0.13
H6 -0.452 -1.292 -1.437  0.12
H7 -1.182 -1.736 -0.029  0.13
H8 -2.860 1.188 -0.532  0.15
H9 -1.400 2.037 -0.983  0.06
H10 -1.790 0.757 -2.025  0.15
H11 -2.185 -0.290 1.314  0.07
H12 -0.724 0.491 2.165  0.18
H13 -1.983 1.371 1.361  0.09

## Properties
SMILES: CN1CC[N+](C)(C)C1=O
Net charge: +1
E_HOMO: -0.529 Ha
LUMO level: -0.1009 Ha

*x*
The following is a quantum chemistry calculation of a 2-piece molecular cluster, C6H13N2O overall, from the OMol25 dataset.

Last column: Löwdin charge in e.
Element x y z (Å)
C1 0.577 -1.901 -1.466  -0.53
C2 0.184 0.442 1.003  0.02
C3 -1.252 0.735 0.800  -0.16
C4 1.418 -2.793 -2.356  0.01
C5 -2.176 0.973 2.032  -0.05
C6 0.632 2.961 0.533  0.03
N1 1.239 -1.102 -0.685  0.11
N2 -0.039 1.671 0.766  -0.03
O1 -0.668 -2.205 -1.409  0.14
H1 1.114 -0.076 1.448  0.17
H2 -0.926 -1.895 -0.511  0.14
H3 -1.917 0.634 -0.090  0.15
H4 2.268 -2.520 -2.868  0.06
H5 1.666 -3.621 -1.732  0.09
H6 0.683 -3.170 -3.078  0.10
H7 -3.154 0.475 1.768  0.09
H8 -2.456 2.096 2.039  0.11
H9 -1.925 0.594 3.058  0.10
H10 0.914 3.084 -0.557  0.12
H11 0.010 3.836 0.811  0.10
H12 1.527 2.793 1.273  0.14
H13 2.282 -1.011 -0.779  0.11

## Properties
Net charge: +1
E_HOMO (spin up / spin down): -0.496 / -0.496 Ha
LUMO level (spin up / spin down): -0.1314 / -0.1314 Ha

Which structure is most stable? *w*, by 2.090 eV over the runner-up.

*w*
The following is a quantum chemistry calculation of an isolated ion of composition C4H6N and charge +1, from the OMol25 dataset.

Last column: Löwdin charge in e.
Element x y z (Å)
C1 -2.325 -0.039 0.101  0.13
C2 -1.075 0.098 -0.087  -0.01
N1 0.139 0.089 0.025  -0.01
C3 1.293 -0.715 0.002  0.00
C4 1.424 0.783 -0.054  0.05
H1 -2.661 -0.184 1.130  0.11
H2 -3.043 -0.112 -0.842  0.16
H3 1.423 -1.195 -0.986  0.16
H4 1.486 -1.339 0.770  0.10
H5 1.674 1.164 0.900  0.12
H6 1.665 1.451 -0.959  0.18

## Properties
SMILES: C=C=[N+]1CC1
Net charge: +1
E_HOMO: -0.585 Ha
LUMO level: -0.1694 Ha

*x*
The following is a quantum chemistry calculation of an isolated ion of composition C4H6N and charge +1, from the OMol25 dataset.

Last column: Löwdin charge in e.
Element x y z (Å)
C1 -2.489 0.056 0.011  0.14
C2 -1.160 -0.081 -0.001  0.08
N1 0.139 -0.079 0.057  0.00
C3 1.362 0.714 -0.013  -0.01
C4 1.453 -0.778 0.062  0.01
H1 -3.051 0.000 -0.933  0.11
H2 -2.915 0.229 1.016  0.11
H3 1.379 1.382 0.803  0.12
H4 1.709 1.141 -0.921  0.13
H5 1.656 -1.121 -0.959  0.13
H6 1.918 -1.462 0.878  0.18

## Properties
SMILES: C=C=[N+]1CC1
Net charge: +1
E_HOMO: -0.581 Ha
LUMO level: -0.1718 Ha

*y*
The following is a quantum chemistry calculation of an isolated ion of composition C4H6N and charge +1, from the OMol25 dataset.

Last column: Löwdin charge in e.
Element x y z (Å)
C1 2.446 -1.537 0.043  0.32
C2 1.351 -1.200 0.522  0.05
C3 0.301 -0.385 0.265  -0.01
N1 -0.073 0.912 -0.040  0.11
C4 -1.493 0.933 -0.246  -0.02
H1 2.977 -2.032 0.515  -0.05
H2 -0.562 -1.011 0.167  0.12
H3 0.580 1.491 -0.492  0.16
H4 -1.828 -0.100 -0.393  0.11
H5 -2.024 1.357 0.644  0.14
H6 -1.675 1.572 -0.985  0.06

## Properties
SMILES: C#C/C=[NH+]/C
Net charge: +1
E_HOMO (spin up / spin down): -0.590 / -0.590 Ha
LUMO level (spin up / spin down): -0.2647 / -0.2647 Ha

*z*
The following is a quantum chemistry calculation of an isolated ion of composition C4H6N and charge +1, from the OMol25 dataset.

Last column: Löwdin charge in e.
Element x y z (Å)
C1 0.348 0.897 0.237  -0.10
C2 -0.883 0.390 0.293  0.18
C3 2.299 -0.581 0.027  0.10
C4 -2.081 -0.090 -0.211  0.01
N1 1.484 0.360 -0.143  0.03
H1 0.419 1.983 0.291  0.17
H2 2.339 -0.948 1.088  0.13
H3 3.066 -0.752 -0.733  0.11
H4 -2.121 0.046 -1.216  0.09
H5 -2.856 -0.140 0.495  0.12
H6 -2.012 -1.164 -0.127  0.16

## Properties
Net charge: +1
E_HOMO: -0.518 Ha
LUMO level: -0.2336 Ha

Which structure is most stable? *w*, by 0.060 eV over the runner-up.